# 1
87
Properties=species:S:1:pos:R:3 method="wB97M-V/def2-TZVPD" relative_energy_kcal_mol=31.5 largest_force_ev_per_a=2.77 lumo_energy_ha=0.01563 orbital_gap_ha=0.3600 total_charge=0 homo_ev=-9.37 e_tot_ha=-1900.801662
C 1.17 -0.22 4.45
C 1.24 -0.50 5.95
O 0.08 -1.17 6.42
O 1.13 -1.35 3.62
H 2.00 0.45 4.17
H 0.24 0.31 4.40
H 1.29 0.51 6.36
H 2.15 -1.04 6.16
H -0.65 -0.61 6.21
H 0.63 -2.07 3.96
C -4.63 -0.47 -4.16
C -3.93 0.59 -3.35
O -2.63 1.01 -3.77
O -3.72 -1.56 -4.30
H -4.98 -0.19 -5.19
H -5.50 -0.76 -3.59
H -3.94 0.06 -2.38
H -4.41 1.56 -3.35
H -2.01 0.27 -3.94
H -3.89 -2.20 -4.97
C -0.73 -2.47 -4.51
C -0.82 -3.96 -4.24
O -2.17 -4.27 -4.08
O -1.35 -1.70 -3.50
H -1.29 -2.33 -5.43
H 0.27 -2.12 -4.65
H -0.28 -4.33 -3.38
H -0.43 -4.47 -5.14
H -2.25 -5.22 -3.89
H -2.28 -1.76 -3.70
C 0.05 -0.15 -0.99
C -0.41 -1.08 0.11
O -0.22 -0.50 1.37
O 1.47 -0.12 -1.03
H -0.34 0.86 -0.85
H -0.31 -0.44 -1.99
H 0.16 -2.00 0.00
H -1.45 -1.27 0.05
H 0.66 -0.62 1.75
H 1.76 0.72 -0.63
C -2.08 2.22 3.62
C -2.71 2.19 2.23
O -1.73 2.00 1.19
O -1.46 3.46 4.01
H -1.44 1.40 3.77
H -2.90 2.08 4.36
H -3.27 3.10 2.11
H -3.47 1.38 2.20
H -1.17 1.22 1.34
H -0.64 3.52 3.50
C -2.56 4.87 -1.45
C -1.95 6.20 -1.03
O -0.82 5.92 -0.19
O -1.71 4.33 -2.46
H -3.59 4.95 -1.86
H -2.59 4.21 -0.53
H -2.64 6.88 -0.56
H -1.60 6.84 -1.87
H -0.39 5.28 -0.78
H -2.03 3.48 -2.79
C 3.21 2.11 1.40
C 1.97 2.94 1.08
O 1.34 2.47 -0.14
O 2.68 0.89 1.89
H 3.72 2.66 2.19
H 3.98 2.04 0.64
H 2.17 4.01 1.08
H 1.29 2.65 1.91
H 0.42 2.30 0.09
H 3.24 0.11 1.72
C 3.45 -3.01 -1.46
C 3.47 -2.60 -0.04
C 4.12 -3.66 0.91
O 3.19 -4.72 1.13
C 2.12 -4.26 1.95
N 4.16 -1.28 0.16
H 4.42 -3.10 -1.98
H 2.94 -2.27 -2.08
H 2.86 -3.90 -1.54
H 2.41 -2.45 0.23
H 4.52 -3.20 1.82
H 4.98 -4.12 0.35
H 1.56 -5.15 2.30
H 1.38 -3.77 1.34
H 2.52 -3.65 2.78
H 5.17 -1.37 0.04
H 3.83 -0.63 -0.53

# 2
54
Properties=species:S:1:pos:R:3 method="wB97M-V/def2-TZVPD" largest_force_ev_per_a=0.53 lumo_energy_ha="-0.32350 / -0.32689" orbital_gap_ha="0.1907 / 0.1871" total_charge=+2 homo_ev="-13.99 / -13.99" e_tot_ha=-1929.212318
Pd -0.12 -0.09 0.14
C -1.34 -3.18 -1.52
P -1.70 -1.61 -0.69
C -2.84 -0.79 -1.83
C -2.74 -2.16 0.73
C -2.88 -1.07 1.79
P -1.23 -0.37 2.19
C -1.62 1.05 3.26
C -0.46 -1.59 3.28
H -2.27 -3.75 -1.50
H -0.55 -3.74 -1.01
H -1.05 -3.01 -2.55
H -3.59 -1.51 -2.15
H -2.30 -0.43 -2.71
H -3.36 0.05 -1.37
H -2.27 -3.05 1.15
H -3.71 -2.46 0.34
H -3.33 -1.47 2.70
H -3.52 -0.26 1.44
H -2.53 0.83 3.81
H -1.77 1.96 2.68
H -0.81 1.22 3.97
H -1.10 -1.74 4.15
H 0.52 -1.24 3.62
H -0.32 -2.53 2.76
C 1.48 2.35 2.75
C 1.67 2.47 1.27
C 2.28 3.58 0.71
C 2.49 3.63 -0.67
C 2.13 2.56 -1.48
C 1.57 1.45 -0.86
N 1.31 1.44 0.48
N 1.13 0.30 -1.46
Si 2.21 -0.65 -2.53
C 1.89 -2.44 -2.07
C 3.95 -0.14 -2.13
C 1.77 -0.31 -4.30
H 2.42 2.57 3.26
H 1.17 1.35 3.02
H 0.75 3.07 3.12
H 2.60 4.38 1.35
H 2.94 4.51 -1.11
H 2.26 2.58 -2.55
H 1.63 -2.52 -1.01
H 2.76 -3.07 -2.25
H 1.07 -2.84 -2.67
H 4.15 -0.21 -1.06
H 4.16 0.88 -2.45
H 4.66 -0.80 -2.64
H 0.72 -0.52 -4.50
H 2.37 -0.94 -4.97
H 1.97 0.73 -4.56
O -2.14 1.91 0.05
N -1.22 1.68 -0.51

# 3
44
Properties=species:S:1:pos:R:3 method="wB97M-V/def2-TZVPD" relative_energy_kcal_mol=100.3 largest_force_ev_per_a=4.57 lumo_energy_ha="-0.23407 / -0.33677" spin_multiplicity=6 orbital_gap_ha="0.2579 / 0.1712" total_charge=+2 homo_ev="-13.39 / -13.82" e_tot_ha=-2450.499933
Ir 11.61 7.11 10.90
N 13.75 10.34 9.01
C 12.93 9.63 9.85
S 11.91 8.32 9.13
N 12.72 10.00 11.10
N 11.92 9.08 11.79
C 11.25 9.33 12.81
C 10.43 8.24 13.53
C 10.49 8.07 15.09
C 11.48 7.32 15.70
C 12.45 6.61 15.08
C 12.63 6.00 13.79
N 12.04 6.08 12.63
H 13.61 10.21 8.05
H 14.07 11.18 9.41
H 11.18 10.41 13.26
H 9.66 8.47 15.74
H 11.49 7.23 16.86
H 13.20 6.13 15.73
H 13.48 5.24 13.59
N 8.41 8.26 3.01
C 8.31 7.79 4.23
C 7.09 7.98 4.99
C 7.04 7.48 6.26
C 8.17 6.77 6.81
C 9.33 6.46 5.95
C 9.38 7.04 4.70
S 7.97 5.89 8.43
O 6.63 6.36 8.79
O 8.33 4.53 8.16
N 9.04 6.56 9.44
C 8.69 6.99 10.59
S 7.08 7.20 11.29
C 7.85 7.81 12.69
C 9.23 7.83 12.61
N 9.63 7.20 11.50
H 7.62 8.77 2.57
H 9.31 8.56 2.63
H 6.12 8.49 4.68
H 6.17 7.65 6.84
H 9.95 5.65 6.29
H 10.19 6.78 4.00
H 7.39 8.29 13.51
H 10.96 7.29 13.26

# 4
18
Properties=species:S:1:pos:R:3 method="wB97M-V/def2-TZVPD" relative_energy_kcal_mol=17.5 largest_force_ev_per_a=2.58 lumo_energy_ha=0.02037 orbital_gap_ha=0.3639 total_charge=0 homo_ev=-9.35 e_tot_ha=-493.418925
C 2.97 -0.89 0.07
C 1.54 -0.39 -0.03
C 0.44 -1.19 -0.07
C -0.69 -0.37 0.01
C -2.08 -0.83 0.01
C -0.91 2.12 -0.06
H 3.34 -1.43 -0.80
H 3.59 -0.02 0.23
H 3.09 -1.52 0.95
H 0.33 -2.24 -0.26
H -3.90 -0.45 0.07
H -0.23 2.99 -0.08
H -1.62 2.20 -0.91
H -1.44 2.13 0.91
N -0.17 0.92 -0.13
N 1.15 0.90 0.02
O -3.10 0.06 0.15
O -2.31 -2.00 -0.09

# 5
18
Properties=species:S:1:pos:R:3 method="wB97M-V/def2-TZVPD" relative_energy_kcal_mol=6.8 largest_force_ev_per_a=1.31 lumo_energy_ha=0.01802 orbital_gap_ha=0.3295 total_charge=0 homo_ev=-8.48 e_tot_ha=-1047.256541
N -1.24 1.57 1.25
C -1.48 0.17 1.02
C -1.46 -0.31 -0.45
S -0.14 0.48 -1.45
S 1.40 -0.89 -1.27
C 1.51 -1.48 -3.01
H -0.84 2.06 0.46
H -0.54 1.66 1.98
H -2.45 -0.12 1.41
H -0.72 -0.45 1.53
H -2.36 0.05 -0.96
H -1.28 -1.39 -0.46
H 0.72 -2.22 -3.13
H 2.48 -1.97 -3.04
H 1.44 -0.63 -3.67
H 1.68 0.93 4.01
H 1.97 1.17 2.55
O 1.31 1.37 3.22

# 6
101
Properties=species:S:1:pos:R:3 method="wB97M-V/def2-TZVPD" largest_force_ev_per_a=6.55 lumo_energy_ha=-0.10248 orbital_gap_ha=0.3125 total_charge=+1 homo_ev=-11.29 e_tot_ha=-7988.576482
C 3.42 -4.92 1.70
C 4.38 -3.62 1.61
C 4.48 -2.97 0.14
O 3.17 -2.55 -0.38
C 3.25 -2.76 -1.82
N 2.19 -2.03 -2.57
C 2.12 -0.66 -2.99
C 3.18 0.51 -2.72
O 4.04 0.29 -1.59
C 3.36 0.54 -0.33
C 3.17 2.11 0.01
N 0.93 -0.27 -3.75
C 0.16 -1.50 -3.81
O -1.09 -1.78 -4.44
C 0.94 -2.60 -3.06
O 0.39 -3.91 -2.99
C 0.21 -4.36 -1.62
C -1.20 -3.94 -0.96
C -1.01 -4.09 0.65
O -1.61 -2.58 -1.24
H 3.08 -5.16 2.77
H 4.05 -5.82 1.34
H 2.54 -4.76 0.98
H 4.12 -2.84 2.42
H 5.45 -4.00 1.86
H 4.85 -3.80 -0.58
H 5.26 -2.13 0.14
H 3.14 -3.89 -2.05
H 4.28 -2.34 -2.14
H 2.57 1.48 -2.58
H 3.85 0.70 -3.65
H 4.02 0.07 0.49
H 2.33 0.02 -0.25
H 2.32 2.55 -0.62
H 4.13 2.72 -0.17
H 2.87 2.24 1.12
H 0.68 0.63 -4.17
H -1.48 -2.56 -3.96
H 1.10 -4.11 -0.92
H 0.20 -5.52 -1.67
H -2.07 -4.64 -1.25
H -1.75 -3.44 1.25
H 0.06 -3.76 0.97
H -1.10 -5.20 0.95
H -2.59 -2.51 -1.25
Cl 0.81 4.86 -0.67
C -0.35 5.22 -1.97
C -0.45 4.09 -2.98
Cl 1.04 3.89 -3.94
H -0.04 6.15 -2.45
H -1.32 5.39 -1.50
H -1.26 4.29 -3.68
H -0.66 3.13 -2.49
Cl 1.48 -1.98 3.11
C 1.19 -2.40 4.82
C 1.92 -3.67 5.22
Cl 1.24 -5.11 4.41
H 0.11 -2.50 4.97
H 1.54 -1.56 5.42
H 1.83 -3.83 6.30
H 2.99 -3.61 4.98
Cl -2.47 -5.96 4.73
C -3.48 -4.50 4.54
C -2.64 -3.25 4.33
Cl -1.73 -2.80 5.80
H -4.12 -4.41 5.42
H -4.12 -4.67 3.67
H -3.29 -2.41 4.09
H -1.93 -3.37 3.52
Cl -4.10 4.93 1.54
C -3.08 3.72 2.35
C -1.80 3.45 1.59
Cl -2.10 2.60 0.05
H -3.67 2.81 2.48
H -2.84 4.12 3.34
H -1.14 2.81 2.18
H -1.26 4.37 1.37
Cl 0.73 4.47 3.02
C 0.43 4.09 4.73
C 1.17 2.84 5.16
Cl 0.50 1.38 4.39
H -0.64 4.00 4.88
H 0.78 4.95 5.31
H 1.07 2.70 6.24
H 2.23 2.90 4.92
Cl -2.57 9.35 -2.46
C -2.96 8.73 -4.08
C -2.34 7.38 -4.34
Cl -0.56 7.47 -4.48
H -2.64 9.47 -4.82
H -4.05 8.66 -4.14
H -2.71 6.97 -5.29
H -2.58 6.66 -3.55
Cl -3.93 -2.29 -3.50
C -4.51 -1.16 -4.76
C -5.06 0.12 -4.16
Cl -6.57 -0.14 -3.27
H -5.26 -1.68 -5.36
H -3.66 -0.94 -5.40
H -5.28 0.83 -4.96
H -4.34 0.59 -3.49

# 7
85
Properties=species:S:1:pos:R:3 method="wB97M-V/def2-TZVPD" relative_energy_kcal_mol=21.7 largest_force_ev_per_a=1.44 lumo_energy_ha=0.06251 orbital_gap_ha=0.2117 total_charge=-1 homo_ev=-4.06 e_tot_ha=-3503.240067
Au 3.00 0.30 0.44
C -4.01 -1.25 -1.06
C -4.66 0.10 -0.82
C -5.78 -0.08 0.22
C -5.27 0.59 -2.15
C -3.67 1.15 -0.31
C -4.15 2.44 -0.04
C -3.33 3.44 0.45
C -1.99 3.13 0.66
S -0.75 4.15 1.29
C 0.40 2.83 1.17
N -0.11 1.75 0.66
C -1.48 1.87 0.39
C -2.33 0.87 -0.09
C 1.76 3.04 1.68
C 1.95 4.21 2.43
C 3.15 4.49 3.05
C 4.18 3.56 2.94
C 4.00 2.42 2.19
C 2.80 2.11 1.51
H -4.76 -1.96 -1.42
H -3.58 -1.66 -0.14
H -3.22 -1.20 -1.80
H -6.50 -0.82 -0.14
H -6.33 0.85 0.40
H -5.37 -0.42 1.17
H -5.98 -0.15 -2.52
H -4.48 0.73 -2.90
H -5.80 1.54 -2.03
H -5.19 2.67 -0.21
H -3.72 4.43 0.66
H -1.93 -0.12 -0.30
H 1.15 4.92 2.55
H 3.27 5.40 3.62
H 5.13 3.74 3.43
H 4.83 1.74 2.10
N 5.17 0.65 0.18
C 6.31 0.66 -0.05
N 7.55 0.82 -0.32
C 8.44 -0.15 -0.21
N 9.30 -0.92 -0.14
Cl 4.40 -2.47 0.92
C 3.43 -1.60 -0.32
H 2.61 -2.27 -0.57
H 4.07 -1.48 -1.19
C 1.13 -3.23 -2.52
Si 0.24 -2.75 -0.88
C -1.50 -3.45 -1.32
C 0.86 -4.17 0.25
Si 0.72 -0.13 0.14
Si -0.04 -1.01 2.18
C -0.29 0.41 3.42
C -1.67 -1.96 2.15
C 1.31 -2.08 2.91
Si 0.57 0.49 -2.13
C 0.57 2.38 -2.28
C -0.93 -0.10 -3.10
C 2.12 -0.06 -3.02
H 0.93 -4.28 -2.72
H 2.22 -3.11 -2.46
H 0.78 -2.65 -3.38
H -1.36 -4.49 -1.63
H -1.99 -2.92 -2.14
H -2.20 -3.45 -0.48
H 0.75 -5.12 -0.29
H 0.27 -4.26 1.17
H 1.91 -4.07 0.54
H -1.15 1.04 3.16
H 0.60 1.04 3.47
H -0.47 0.00 4.42
H -2.51 -1.29 1.93
H -1.83 -2.38 3.15
H -1.67 -2.77 1.43
H 2.25 -1.54 2.97
H 1.49 -3.00 2.35
H 1.01 -2.36 3.93
H -0.36 2.83 -1.93
H 0.70 2.67 -3.33
H 1.40 2.82 -1.72
H -1.85 0.39 -2.75
H -1.07 -1.18 -3.06
H -0.79 0.18 -4.15
H 3.01 0.36 -2.55
H 2.08 0.31 -4.05
H 2.24 -1.15 -3.06

# 8
7
Properties=species:S:1:pos:R:3 method="wB97M-V/def2-TZVPD" relative_energy_kcal_mol=15.7 largest_force_ev_per_a=3.34 lumo_energy_ha="0.11091 / 0.11089" orbital_gap_ha="0.2236 / 0.2235" total_charge=-1 homo_ev="-3.07 / -3.07" e_tot_ha=-966.472642
O 0.84 -0.70 0.99
O -1.95 0.96 -0.92
O -2.30 0.60 1.48
P 1.99 -0.64 0.02
S -1.84 0.03 0.19
H 1.40 -0.99 -1.11
H 1.85 0.73 -0.66

# 9
70
Properties=species:S:1:pos:R:3 method="wB97M-V/def2-TZVPD" relative_energy_kcal_mol=23.9 largest_force_ev_per_a=4.17 lumo_energy_ha="0.04187 / 0.04188" spin_multiplicity=2 orbital_gap_ha="0.1026 / 0.2253" total_charge=-1 homo_ev="-1.65 / -4.99" e_tot_ha=-2450.409613
C 1.89 -3.68 1.46
N 3.14 -3.87 0.64
O 3.68 -4.97 0.54
O 3.54 -2.81 0.14
H 1.93 -2.66 1.83
H 1.86 -4.37 2.30
H 0.97 -3.90 0.91
C -2.57 -2.25 3.74
N -1.75 -1.83 2.62
O -0.81 -1.07 2.79
O -2.14 -2.31 1.55
H -3.18 -3.14 3.58
H -3.31 -1.45 3.74
H -1.93 -2.37 4.61
C 0.18 5.62 0.82
N 0.85 4.36 0.46
O 1.89 4.10 1.08
O 0.28 3.49 -0.25
H -0.69 5.52 1.47
H -0.11 6.05 -0.14
H 0.92 6.21 1.36
C -0.50 -3.73 -1.87
N -0.97 -4.46 -3.07
O -0.41 -5.53 -3.19
O -1.92 -4.06 -3.71
H -0.94 -2.74 -1.85
H 0.59 -3.68 -1.86
H -0.89 -4.21 -0.98
C 5.05 -0.83 -2.16
N 6.29 -0.64 -1.33
O 6.67 -1.66 -0.75
O 6.87 0.46 -1.42
H 5.10 -0.14 -3.00
H 4.16 -0.77 -1.54
H 5.09 -1.81 -2.64
C -3.25 2.53 2.08
N -4.40 2.42 1.12
O -5.21 3.33 1.24
O -4.34 1.66 0.19
H -2.90 1.54 2.37
H -3.53 3.19 2.90
H -2.50 3.14 1.58
C 0.86 0.08 0.49
N -0.47 0.01 -0.19
O -0.52 -0.46 -1.27
O -1.47 0.43 0.37
H 1.63 -0.43 -0.08
H 0.78 -0.45 1.44
H 1.18 1.12 0.58
C -2.10 2.17 -2.72
N -3.24 3.02 -3.18
O -3.74 2.71 -4.29
O -3.69 3.97 -2.58
H -1.72 1.59 -3.56
H -2.55 1.46 -2.03
H -1.28 2.71 -2.25
C -3.45 -1.71 -1.68
N -4.53 -2.74 -1.73
O -5.01 -3.18 -0.70
O -5.01 -2.96 -2.85
H -4.15 -0.88 -1.64
H -2.97 -1.69 -2.66
H -2.77 -1.93 -0.85
C 4.91 3.10 2.19
N 3.96 2.01 1.75
O 3.95 1.69 0.53
O 3.38 1.53 2.68
H 4.28 3.86 2.65
H 5.36 3.50 1.29
H 5.66 2.78 2.92

# 10
8
Properties=species:S:1:pos:R:3 method="wB97M-V/def2-TZVPD" relative_energy_kcal_mol=30.5 largest_force_ev_per_a=4.61 lumo_energy_ha="-0.19998 / -0.26952" spin_multiplicity=3 orbital_gap_ha="0.2833 / 0.2584" total_charge=+1 homo_ev="-13.15 / -14.36" e_tot_ha=-1800.827468
O 1.34 0.83 0.28
C 1.02 0.31 -0.83
Cu -0.08 0.23 1.26
Li -0.50 -0.95 -1.24
H 1.75 0.61 -1.63
C -1.72 -0.72 0.73
H -2.02 -1.71 1.12
H -2.56 -0.30 0.15